The following is a quantum chemistry calculation of a single C6H6O molecule at a distorted geometry, from OMol25.

Calculated values
* molar mass: 94.1 u
* SMILES: C#CC[C@H](O)C#C
* energy: -307.2183 a.u.
* ΔE to the lowest compared entry with this formula, charge and spin: 643.64 kJ/mol
* highest occupied orbital energy: -9.5 eV
* HOMO-LUMO gap: 9.2697 eV

The geometry in XYZ format:
```
13
Properties=species:S:1:pos:R:3:forces:R:3:nbo_charge:R:1
C 0.450 -2.587 0.662 -0.3 -1.1 0.2 -0.243
C 0.745 -1.469 0.397 0.2 -0.1 0.0 0.008
C 1.074 -0.114 0.088 0.8 0.2 0.1 -0.507
C -0.147 0.769 0.147 3.8 3.8 0.7 0.098
O -0.637 0.992 1.399 -1.1 -0.5 1.5 -0.689
C -1.183 0.375 -0.770 -0.5 0.6 -2.3 -0.155
C -1.102 1.268 -1.624 -2.9 -2.3 -1.1 -0.062
H 0.190 -3.589 0.889 0.0 -0.1 0.0 0.235
H 1.793 0.266 0.824 -0.1 0.0 -0.1 0.245
H 1.539 -0.069 -0.902 -0.1 0.2 0.1 0.241
H 0.315 1.858 -0.203 -0.6 -2.1 1.2 0.121
H -1.488 0.515 1.438 0.5 0.3 0.3 0.479
H -1.573 1.859 -2.355 0.4 1.2 -0.7 0.229
```
Positions in Å, forces in eV/Å.